[1]
Entry from the Open Molecules 2025 dataset: 5 unconnected molecules or ions with the total composition C11H35O14P3 at a distorted geometry (ωB97M-V/def2-TZVPD).

Each line ends with the Löwdin charge.
CARTESIAN COORDINATES (ANGSTROEM)
C (-2.57171, 2.78308, -1.78218)  -0.07
O (-1.26958, 3.24050, -1.40377)  -0.21
P (-0.78000, 2.99257, 0.07110)  0.34
O (-1.09262, 1.67778, 0.63349)  -0.22
O (0.72806, 3.33371, -0.00811)  -0.18
C (1.48888, 3.54759, -1.20087)  -0.06
O (-1.39650, 4.19850, 0.87678)  -0.18
C (-2.04304, 4.01258, 2.13090)  -0.08
H (-3.22209, 3.64343, -1.94853)  0.09
H (-3.04867, 2.17658, -1.01068)  0.08
H (-2.48328, 2.18116, -2.68194)  0.09
H (0.85716, 3.85207, -2.03232)  0.08
H (1.98589, 2.61962, -1.48404)  0.08
H (2.21092, 4.33313, -1.00513)  0.09
H (-2.88582, 4.70081, 2.20933)  0.09
H (-1.37419, 4.22768, 2.96376)  0.09
H (-2.44304, 3.00617, 2.25338)  0.07
C (-1.14951, -2.99261, 3.84712)  -0.08
O (-1.01507, -1.64307, 4.30324)  -0.20
P (-2.24163, -0.87691, 4.89668)  0.31
O (-1.92846, 0.46898, 5.32208)  -0.21
O (-2.76146, -1.87789, 6.01462)  -0.21
C (-3.96912, -1.56412, 6.69122)  -0.10
O (-3.40544, -1.01654, 3.81471)  -0.22
C (-3.18945, -0.42824, 2.53275)  -0.10
H (-0.48982, -3.11487, 2.99339)  0.09
H (-2.18073, -3.20818, 3.56491)  0.09
H (-0.86066, -3.67240, 4.64794)  0.09
H (-4.18897, -0.49440, 6.68993)  0.09
H (-3.88276, -1.90963, 7.71933)  0.09
H (-4.82973, -2.05694, 6.23161)  0.09
H (-2.19467, 0.02066, 2.44325)  0.07
H (-3.89566, 0.37994, 2.34777)  0.09
H (-3.27224, -1.17999, 1.74933)  0.09
C (2.83326, -0.35171, -1.20627)  -0.09
O (4.05980, 0.24224, -1.65187)  -0.21
P (5.20404, -0.68076, -2.20973)  0.31
O (6.34290, 0.06508, -2.72616)  -0.21
O (4.43297, -1.61918, -3.21309)  -0.21
C (5.14609, -2.65134, -3.88389)  -0.09
O (5.54496, -1.69936, -1.03594)  -0.22
C (5.93264, -1.13928, 0.22166)  -0.09
H (3.02597, -1.29511, -0.69391)  0.09
H (2.13043, -0.44412, -2.02913)  0.08
H (2.40286, 0.30373, -0.44641)  0.09
H (4.87182, -3.62320, -3.47091)  0.09
H (6.22894, -2.55046, -3.79425)  0.09
H (4.88737, -2.62315, -4.94077)  0.09
H (6.90932, -1.52927, 0.49632)  0.09
H (5.20180, -1.44359, 0.97513)  0.09
H (5.96845, -0.05129, 0.19935)  0.09
C (-2.20790, -1.04259, -5.58028)  -0.18
O (-1.18308, -1.89434, -6.03017)  -0.11
H (-2.37649, -0.13166, -6.16971)  0.08
H (-3.14822, -1.59154, -5.67008)  0.08
H (-2.09848, -0.70548, -4.54480)  0.06
H (-0.51022, -1.38367, -6.48545)  0.07
C (-0.97204, -0.73776, -1.70883)  -0.16
O (-2.09481, -0.46164, -0.87690)  -0.14
H (-1.22825, -1.59663, -2.32245)  0.08
H (-0.66211, 0.14634, -2.27777)  0.07
H (-0.10139, -1.02144, -1.10193)  0.07
H (-1.74563, 0.15043, -0.21279)  0.01

lowest unoccupied orbital energy	0.0167	hartree
SMILES	COP(=O)(OC)OC.COP(=O)(OC)OC.COP(=O)(OC)OC.CO.CO
M	484.31	g mol⁻¹
energy relative to the best compared isomer or geometry (same formula, charge and spin)	0.187	eV
total energy	-68512.279	eV


[2]
Entry from the Open Molecules 2025 dataset: a molecular structure, C11H36AsF6N4O7 at a distorted geometry (ωB97M-V/def2-TZVPD).

Each line ends with the Löwdin charge.
CARTESIAN COORDINATES (ANGSTROEM)
As (0.46865, 1.00238, 1.66239)  0.73
F (0.85571, -0.20407, 2.86000)  -0.25
F (-1.22009, 0.60328, 1.79955)  -0.25
F (0.12016, 2.16796, 0.41588)  -0.23
F (2.15833, 1.34672, 1.52748)  -0.23
F (0.67107, -0.18065, 0.40101)  -0.24
F (0.33486, 2.22834, 2.86284)  -0.22
C (0.67361, 3.45166, -3.83584)  -0.16
O (0.56857, 3.06773, -2.48481)  -0.14
H (1.02421, 4.48387, -3.88433)  0.08
H (1.41990, 2.86903, -4.38921)  0.08
H (-0.29827, 3.39054, -4.33771)  0.06
H (0.29957, 2.13841, -2.46226)  0.04
C (3.53158, 3.24171, -0.81325)  -0.19
O (2.44285, 3.92761, -0.25543)  -0.13
H (4.17933, 3.91668, -1.38241)  0.07
H (4.17243, 2.85560, -0.00648)  0.07
H (3.24034, 2.37910, -1.41432)  0.07
H (1.62942, 3.43668, -0.40417)  0.02
C (-2.55932, 2.66660, 4.28202)  -0.18
O (-2.23841, 1.30137, 4.48885)  -0.14
H (-1.76387, 3.29381, 4.70365)  0.07
H (-2.59030, 2.93145, 3.22145)  0.08
H (-3.50881, 2.89180, 4.76124)  0.07
H (-1.69644, 1.01558, 3.74520)  0.02
C (-1.98566, -3.09913, -0.39503)  -0.65
O (-1.02117, -3.34037, -1.10116)  0.04
N (-1.92256, -2.41225, 0.78128)  0.18
N (-3.21960, -3.61177, -0.69643)  0.15
H (-2.76235, -1.99937, 1.15471)  0.09
H (-1.10819, -1.87777, 1.04625)  0.08
H (-3.30390, -4.04659, -1.59390)  0.10
H (-3.99974, -3.31948, -0.13899)  0.09
C (1.71465, -3.00537, 5.13335)  -0.68
O (2.62512, -3.17794, 4.35169)  0.03
N (0.69808, -2.11791, 4.94822)  0.16
N (1.62671, -3.71376, 6.32546)  0.12
H (0.02576, -1.92527, 5.66618)  0.09
H (0.75806, -1.49752, 4.14815)  0.06
H (2.25033, -4.47886, 6.48728)  0.09
H (0.73449, -3.69235, 6.78609)  0.08
C (2.29919, -2.34848, -0.82815)  -0.07
C (1.77864, -2.04662, -2.22204)  -0.50
C (2.91501, -1.61210, -3.14409)  -0.06
O (1.20340, -3.22438, -2.77293)  -0.07
H (2.64236, -1.48549, -0.25964)  0.07
H (3.11956, -3.07725, -0.81950)  0.08
H (1.54028, -2.85483, -0.22309)  0.07
H (1.07156, -1.21392, -2.13538)  0.12
H (3.82543, -2.15874, -2.88549)  0.07
H (3.13521, -0.55156, -2.99725)  0.07
H (2.69432, -1.78919, -4.19596)  0.07
H (0.54719, -3.48045, -2.10433)  0.03
C (-2.60272, 2.40706, -2.43750)  -0.06
C (-2.32039, 0.96584, -2.10020)  -0.46
C (-2.96547, -0.02177, -3.06615)  -0.06
O (-0.91566, 0.70525, -2.10311)  -0.07
H (-2.47235, 2.73566, -3.46731)  0.07
H (-1.96970, 3.03760, -1.80257)  0.08
H (-3.61460, 2.70239, -2.13558)  0.08
H (-2.73488, 0.69918, -1.12489)  0.14
H (-2.56203, -0.08047, -4.07761)  0.08
H (-4.02400, 0.23157, -3.23477)  0.08
H (-2.98178, -1.02516, -2.63523)  0.06
H (-0.63374, 0.57837, -1.19176)  0.05

lowest unoccupied orbital energy	0.0909	hartree
M	525.34	g mol⁻¹
total charge	-1
total energy	-109435.163	eV


[3]
Entry from the Open Molecules 2025 dataset: 8 unconnected molecules or ions with the total composition C11H36ClN19O8P at a distorted geometry (ωB97M-V/def2-TZVPD).

Each line ends with the Löwdin charge.
CARTESIAN COORDINATES (ANGSTROEM)
N (-4.14878, -1.85859, -0.14436)  -0.31
P (-4.13492, -1.47097, -1.68763)  0.77
C (-2.40748, -0.89341, -2.06767)  -0.40
N (-1.87754, -1.14770, -3.27803)  0.18
C (-0.59932, -0.61735, -3.15339)  -0.33
N (0.31558, -0.68071, -4.13326)  0.18
N (-0.45202, -0.08794, -1.92045)  -0.01
C (0.74255, 0.54610, -1.33216)  -0.04
C (1.69843, -0.64869, -0.94310)  -0.76
O (2.17242, -1.29529, -1.78205)  0.11
Cl (1.97061, -0.98353, 0.79092)  0.67
N (-1.59137, -0.25575, -1.23265)  0.16
H (-4.86652, -1.30100, 0.33694)  -0.06
H (-4.36471, -2.65501, -2.43080)  0.02
H (-5.08305, -0.45486, -2.00343)  0.02
H (0.67062, -1.59263, -4.43655)  0.07
H (0.65652, 0.19756, -4.49903)  0.12
H (0.43949, 1.10735, -0.41911)  0.10
H (1.22119, 1.25235, -2.02813)  0.15
H (-1.77686, 0.01694, -0.26753)  0.20
C (-1.04227, 4.02336, 0.01661)  -0.66
O (-0.18617, 3.21775, 0.38784)  -0.02
N (-1.36513, 5.11173, 0.73687)  0.19
N (-1.73255, 3.88236, -1.14944)  0.17
H (-2.06238, 5.78079, 0.44690)  0.06
H (-0.87569, 5.24967, 1.60646)  0.12
H (-1.52085, 3.08418, -1.71743)  0.08
H (-2.43265, 4.53258, -1.46148)  0.10
C (2.09332, 3.40892, 3.48757)  -0.69
O (1.17617, 4.11792, 3.86743)  0.02
N (2.01949, 2.66909, 2.34455)  0.15
N (3.26759, 3.29860, 4.17408)  0.15
H (2.75983, 2.08090, 2.01198)  0.08
H (1.16213, 2.73321, 1.81683)  0.05
H (3.35495, 3.83138, 5.02085)  0.10
H (4.03368, 2.72322, 3.88006)  0.09
C (4.93719, -4.13354, 2.93572)  -0.68
O (5.78322, -4.90607, 3.35276)  0.02
N (4.57836, -3.00687, 3.61217)  0.16
N (4.27834, -4.33250, 1.75670)  0.15
H (3.88602, -2.35883, 3.28854)  0.08
H (5.04320, -2.82901, 4.48471)  0.11
H (4.51655, -5.15468, 1.23271)  0.10
H (3.58033, -3.71006, 1.39454)  0.07
C (-7.38667, -0.33351, 2.23399)  -0.69
O (-6.43863, 0.12940, 1.61531)  0.00
N (-8.49657, -0.82493, 1.61574)  0.15
N (-7.41084, -0.39531, 3.59251)  0.15
H (-9.28355, -1.20821, 2.10467)  0.10
H (-8.51396, -0.79500, 0.61278)  0.10
H (-6.60839, -0.04144, 4.08172)  0.11
H (-8.17651, -0.76995, 4.12031)  0.10
C (8.87447, -4.21421, 0.31950)  -0.70
O (9.82552, -3.74281, -0.27812)  0.02
N (7.79689, -4.75493, -0.32570)  0.14
N (8.79727, -4.24569, 1.67772)  0.16
H (7.00590, -5.14805, 0.14777)  0.08
H (7.81503, -4.75182, -1.32913)  0.10
H (9.56936, -3.85875, 2.18940)  0.10
H (8.01859, -4.63089, 2.18644)  0.07
C (0.86616, -4.54584, -5.24235)  -0.66
O (0.75566, -3.44377, -4.71375)  -0.01
N (0.92374, -5.69353, -4.52123)  0.16
N (0.93956, -4.70430, -6.58784)  0.17
H (1.01376, -6.60462, -4.93046)  0.10
H (0.87215, -5.61120, -3.52172)  0.11
H (0.89986, -3.87395, -7.15149)  0.11
H (1.03017, -5.59490, -7.03990)  0.10
C (-4.35900, 7.57533, 0.71090)  -0.67
O (-3.80379, 6.80274, -0.06353)  0.00
N (-3.92275, 7.78019, 1.98282)  0.16
N (-5.45786, 8.28990, 0.35800)  0.16
H (-4.36415, 8.40759, 2.62854)  0.10
H (-3.11216, 7.26833, 2.28031)  0.10
H (-5.80760, 8.16326, -0.57498)  0.11
H (-5.92922, 8.92705, 0.97208)  0.10

lowest unoccupied orbital energy	-0.1161	hartree
M	628.96	g mol⁻¹
total charge	+1
energy relative to the best compared isomer or geometry (same formula, charge and spin)	0.000	eV
total energy	-78493.972	eV


[4]
Entry from the Open Molecules 2025 dataset: a molecular structure, C11H37FeN4O12 at a distorted geometry (ωB97M-V/def2-TZVPD).

Each line ends with the Löwdin charge.
CARTESIAN COORDINATES (ANGSTROEM)
Fe (4.07621, 0.28161, -0.35023)  1.27
C (0.88121, -0.15622, -0.53341)  -0.20
O (2.03702, 0.23026, 0.20665)  -0.39
H (0.38209, -1.03959, -0.13511)  0.05
H (0.05192, 0.55116, -0.52897)  0.06
H (1.10106, -0.50956, -1.54084)  0.06
C (2.74811, 0.84604, 4.21665)  -0.21
C (1.65451, 1.79931, 3.63702)  -0.19
O (0.72419, 1.03296, 2.90578)  -0.09
O (3.74937, 1.66970, 4.81325)  -0.08
H (3.34700, 0.40879, 3.41775)  0.09
H (2.35938, 0.15248, 4.96227)  0.13
H (2.08038, 2.46151, 2.88321)  0.13
H (1.23349, 2.44243, 4.40984)  0.13
H (1.16489, 0.82511, 2.07863)  0.04
H (4.34147, 1.10557, 5.31600)  0.08
C (1.99148, -2.49647, -4.25494)  -0.20
C (1.62933, -1.68333, -5.49498)  -0.26
O (1.29065, -2.41159, -6.66095)  -0.05
O (3.43974, -2.55721, -4.23839)  -0.10
H (1.73248, -3.53244, -4.47355)  0.12
H (1.61895, -2.11695, -3.30346)  0.09
H (2.33885, -0.90266, -5.76927)  0.12
H (0.75057, -1.15449, -5.12595)  0.10
H (0.58898, -1.97497, -7.14944)  0.09
H (3.66941, -3.20103, -4.91245)  0.08
C (-1.78825, 3.15943, 2.14750)  -0.24
C (-3.09256, 3.48613, 1.46004)  -0.23
O (-3.05043, 4.87892, 1.15523)  -0.07
O (-0.82456, 2.59746, 1.25259)  -0.08
H (-2.09393, 2.45492, 2.92102)  0.11
H (-1.38622, 3.99731, 2.71708)  0.12
H (-3.94410, 3.27065, 2.10544)  0.12
H (-3.17412, 2.85820, 0.57282)  0.10
H (-3.51030, 5.31845, 1.87420)  0.08
H (-0.44799, 1.86036, 1.73888)  0.01
C (-3.97155, 1.45989, -2.24290)  -0.30
C (-2.44625, 1.24468, -2.42198)  -0.21
O (-2.01218, 2.41124, -3.16539)  -0.06
O (-4.55509, 1.60623, -3.44274)  -0.03
H (-4.12358, 2.41198, -1.73448)  0.12
H (-4.41351, 0.63379, -1.68582)  0.13
H (-2.30655, 0.31857, -2.97958)  0.11
H (-1.92450, 1.05150, -1.48466)  0.08
H (-1.70070, 1.97583, -3.96226)  0.08
H (-4.01976, 2.30107, -3.83288)  0.08
C (-3.40060, -0.83734, 1.59083)  -0.77
O (-3.78228, 0.20539, 2.08016)  0.05
N (-3.97238, -1.98497, 1.83887)  0.17
N (-2.31133, -0.99803, 0.87850)  0.17
H (-3.48748, -2.76763, 1.42361)  0.10
H (-4.67524, -2.11754, 2.55196)  0.13
H (-1.92190, -1.85847, 0.52061)  0.06
H (-1.86134, -0.13250, 0.61684)  0.08
C (4.21662, -1.92437, 1.74359)  -0.69
O (4.53838, -0.82754, 1.35750)  -0.04
N (4.99219, -2.85570, 2.37278)  0.20
N (2.96375, -2.24237, 1.72672)  0.21
H (4.37056, -3.37984, 2.97191)  0.12
H (5.97524, -2.70209, 2.54632)  0.13
H (2.60615, -3.18694, 1.72702)  0.14
H (2.37344, -1.47834, 1.43026)  0.09
O (-1.19011, -3.32626, -0.63195)  -0.04
H (-0.93966, -4.20796, -0.90780)  0.05
H (-0.69062, -2.74454, -1.20497)  0.02

lowest unoccupied orbital energy (alpha / beta)	-0.2279 / -0.2340	hartree
spin multiplicity	5
expectation value of S²	6.01
M	473.28	g mol⁻¹
total charge	+1
total energy	-76913.535	eV


Question: Number 2 is which compound?
Answer: C11H36AsF6N4O7


Question: Which of these has the highest total energy?
Answer: C11H35O14P3


Question: Which of these has the highest total energy?
Answer: C11H35O14P3